{"formula": "C9H10AsN2O4S4Tc", "method": "ωB97M-V with the def2-TZVPD basis set", "elements": ["Tc", "O", "C", "O", "C", "C", "C", "C", "C", "N", "H", "H", "H", "H", "N", "C", "C", "C", "O", "O", "H", "H", "H", "H", "H", "H", "S", "As", "S", "S", "S"], "positions_angstrom": [[-0.196677, -0.114059, -0.091809], [-2.724668, 0.856473, 2.841024], [-2.016261, 0.199011, 2.183785], [-1.349468, 0.696710, 1.039615], [-1.625445, -1.226921, 2.338290], [-2.122085, -2.028568, 3.335746], [-1.693659, -3.351878, 3.376429], [-0.795722, -3.801022, 2.423835], [-0.337787, -2.924340, 1.452841], [-0.748918, -1.653210, 1.418530], [-2.826423, -1.621143, 4.048719], [-2.061913, -4.021113, 4.142590], [-0.445967, -4.823865, 2.420081], [0.359700, -3.240145, 0.688116], [1.415111, 0.795952, 1.239513], [2.761298, 0.145304, 1.204794], [3.345985, 0.061783, -0.196757], [2.594094, -0.845112, -1.115542], [2.894850, -1.360564, -2.112188], [1.217334, -1.009318, -0.651224], [1.509583, 1.777114, 0.978407], [1.102220, 0.805262, 2.208445], [2.652147, -0.848615, 1.635507], [3.447384, 0.704000, 1.839393], [4.374407, -0.295226, -0.159683], [3.378996, 1.044507, -0.679282], [-2.998838, 1.732221, -3.911849], [-1.452899, 0.716500, -2.841747], [-0.016425, 1.713738, -1.555503], [-1.782859, -1.010738, -1.577491], [-1.362897, 0.742063, -4.975385]], "forces_ev_per_a": [[-0.21, 0.36, -1.08], [-0.21, 0.19, 0.13], [0.39, -0.14, -0.27], [-0.34, 0.43, 0.47], [0.12, -0.05, -0.12], [-0.06, -0.08, 0.12], [-0.03, -0.03, 0.06], [0.00, -0.04, 0.03], [0.00, 0.12, -0.08], [0.19, -0.09, -0.14], [0.00, -0.01, 0.00], [-0.01, 0.00, -0.01], [0.00, 0.00, 0.00], [0.00, 0.02, -0.01], [0.03, -0.03, -0.09], [-0.06, 0.06, 0.10], [-0.15, 0.06, 0.13], [0.13, 0.29, 0.21], [0.02, -0.26, -0.31], [-0.02, -0.53, 0.06], [0.03, 0.00, 0.09], [-0.06, 0.03, -0.03], [0.00, -0.04, 0.00], [0.01, 0.01, 0.02], [0.04, 0.00, -0.01], [0.01, 0.00, 0.00], [-0.02, 0.05, -0.01], [-0.11, -0.01, 0.00], [-0.04, -0.39, 0.43], [0.31, 0.11, 0.33], [0.02, -0.05, -0.04]], "lowdin_charge": [1.23, 0.26, -0.42, -0.32, -0.19, 0.06, 0.02, 0.01, -0.07, -0.02, 0.15, 0.14, 0.13, 0.13, -0.04, -0.18, -0.06, -0.43, 0.26, -0.36, 0.10, 0.12, 0.13, 0.14, 0.16, 0.15, 0.26, -0.15, 0.27, 0.27, 0.26], "max_force_ev_per_a": 1.16, "total_charge": 2, "multiplicity": 1, "orbital_gap_ev": 5.819}



{"formula": "CH5FN2", "method": "ωB97M-V with the def2-TZVPD basis set", "elements": ["C", "N", "N", "F", "H", "H", "H", "H", "H"], "positions_angstrom": [[-0.670834, -0.622329, 0.227265], [0.237094, 1.315490, -0.461995], [-0.611716, 0.399224, -0.740189], [0.085421, -0.507585, -2.162432], [0.267331, -1.014368, 0.793083], [-1.344841, -0.467833, 1.026429], [-1.001323, -1.512115, -0.198298], [0.966498, 1.113939, 0.186902], [0.358294, 2.112328, -1.223284]], "forces_ev_per_a": [[2.28, -2.03, 1.82], [-0.22, 2.40, -2.49], [0.12, 0.32, -1.52], [-0.30, 0.55, 1.47], [-0.62, 1.38, -1.21], [-1.07, 1.12, 0.62], [-0.75, -1.27, -1.27], [0.97, -0.08, 0.18], [-0.41, -2.39, 2.42]], "lowdin_charge": [-0.13, 0.05, -0.11, -0.36, 0.12, 0.07, 0.06, 0.10, 0.19], "max_force_ev_per_a": 3.55, "e_above_lowest_kcal_mol": 71.89, "total_charge": 0, "multiplicity": 1, "orbital_gap_ev": 10.252}



{"formula": "C20H36Cl4N4", "method": "ωB97M-V with the def2-TZVPD basis set", "elements": ["C", "C", "C", "C", "N", "H", "H", "H", "H", "H", "H", "H", "C", "C", "C", "C", "N", "H", "H", "H", "H", "H", "H", "H", "C", "C", "C", "C", "N", "H", "H", "H", "H", "H", "H", "H", "C", "C", "C", "C", "N", "H", "H", "H", "H", "H", "H", "H", "Cl", "C", "C", "Cl", "H", "H", "H", "H", "Cl", "C", "C", "Cl", "H", "H", "H", "H"], "positions_angstrom": [[4.507230, -3.205034, -1.408776], [3.239630, -3.762814, -0.712296], [2.730700, -5.192214, -0.864686], [2.482970, -5.667904, -2.209786], [2.323150, -6.041634, -3.280276], [4.266920, -3.159484, -2.470976], [5.481450, -3.678124, -1.285586], [4.662340, -2.213564, -0.983306], [2.463940, -3.026944, -0.924216], [3.283340, -3.519744, 0.349364], [1.763680, -5.400734, -0.406986], [3.414960, -5.987104, -0.567966], [-0.555400, 5.041186, -1.381026], [-1.139540, 5.832616, -0.169556], [-0.491120, 7.205956, 0.022444], [0.998150, 7.336596, 0.122344], [2.167340, 7.354786, 0.278174], [0.495460, 5.219496, -1.609086], [-1.120840, 5.339206, -2.263956], [-0.756040, 3.988886, -1.179776], [-0.935310, 5.207536, 0.699744], [-2.201260, 5.989336, -0.360076], [-1.016430, 7.691616, 0.844804], [-0.712660, 7.819416, -0.850876], [0.715240, -2.843144, 2.638894], [0.023690, -3.695844, 3.697784], [-0.097160, -5.173224, 3.117294], [1.107360, -5.932254, 2.756674], [2.130000, -6.388124, 2.482484], [0.556430, -1.797734, 2.903444], [0.370820, -3.133744, 1.646414], [1.802400, -2.901934, 2.691194], [-1.030400, -3.516664, 3.909644], [0.557820, -3.932814, 4.617924], [-0.851810, -5.308394, 2.342474], [-0.596170, -5.809814, 3.847944], [-0.611290, -2.014264, -1.759036], [-1.859970, -1.583954, -0.889966], [-2.820430, -0.610604, -1.425066], [-2.159300, 0.602676, -1.794546], [-1.647330, 1.565046, -2.080236], [0.106090, -2.668834, -1.264066], [0.045200, -1.224794, -2.124916], [-0.810750, -2.606394, -2.652176], [-1.564700, -1.274734, 0.112684], [-2.465390, -2.466344, -0.682746], [-3.750230, -0.481094, -0.871166], [-2.966140, -1.022054, -2.423856], [-4.650700, 0.599596, 1.624254], [-5.534000, 2.047686, 1.227934], [-4.867420, 3.198826, 2.005564], [-3.486530, 3.846036, 1.121004], [-6.521320, 2.044896, 1.689774], [-5.632400, 2.363736, 0.189414], [-4.337560, 2.853766, 2.893414], [-5.389850, 4.128646, 2.230544], [2.147450, 1.249076, -2.953236], [2.094600, 1.907676, -1.342466], [2.909160, 3.195566, -1.290696], [4.665240, 2.711626, -1.264446], [2.369490, 1.196866, -0.563166], [1.039020, 2.177796, -1.312796], [2.721860, 3.634426, -0.310686], [2.936320, 3.891506, -2.129156]], "forces_ev_per_a": [[-0.67, -0.33, -0.01], [0.16, 0.96, 1.04], [0.07, -0.78, -0.67], [0.12, 0.75, -0.98], [-0.16, -0.23, -0.40], [0.39, 0.30, -0.07], [-0.34, -0.66, 0.17], [-0.18, 0.21, -0.39], [-0.40, -0.30, -0.83], [0.52, -0.68, 0.40], [0.19, 0.40, 0.77], [0.29, 0.37, 1.00], [-1.01, 0.44, 0.31], [1.95, -0.57, -0.87], [0.08, 0.78, -0.60], [2.35, -0.89, 1.20], [-3.53, 0.08, -0.67], [0.07, -0.03, 0.39], [0.09, -0.20, -0.20], [0.21, -0.06, -0.42], [-0.47, 0.26, 0.27], [0.05, -0.09, 0.45], [0.54, 0.22, 0.25], [-0.28, 0.07, -0.17], [0.07, 0.70, 1.29], [0.33, -3.31, -1.30], [-0.94, -0.92, 0.58], [0.63, 1.02, -0.17], [-0.52, -0.05, 0.08], [-0.39, 0.20, -0.61], [-0.03, 0.44, -0.01], [0.01, -0.60, -0.09], [0.22, 0.81, 0.05], [0.14, 1.05, 0.14], [0.32, 0.62, -0.68], [0.15, 0.06, 0.66], [-0.05, 0.18, -0.01], [1.64, -2.16, 1.48], [0.05, -0.07, -2.32], [-1.18, -0.70, 1.16], [1.45, 2.42, -0.76], [-0.37, -0.02, 0.79], [-0.40, 0.61, 0.18], [-0.80, 0.14, -0.09], [0.51, 0.12, 0.02], [0.17, -0.39, -0.11], [0.25, 0.04, -0.06], [-1.21, -0.13, -0.23], [0.08, -0.75, -0.54], [-0.67, 2.56, 1.64], [1.21, 0.24, 0.11], [0.99, 0.32, -0.98], [-0.20, -0.76, -0.30], [0.31, -0.76, -0.10], [-0.86, -0.25, 0.26], [-0.90, -0.67, -0.04], [0.45, -1.07, -1.03], [-0.89, 1.65, -0.59], [1.27, -1.04, 0.95], [0.06, 0.04, 0.20], [0.08, 0.10, -0.24], [-0.06, 0.02, 0.81], [0.03, 0.49, -0.29], [-1.02, -0.22, 0.19]], "lowdin_charge": [-0.08, -0.24, -0.19, -0.26, 0.14, 0.07, 0.07, 0.07, 0.09, 0.09, 0.10, 0.12, -0.09, -0.28, -0.20, -0.20, 0.12, 0.06, 0.07, 0.03, 0.08, 0.08, 0.11, 0.11, -0.10, -0.21, -0.21, -0.23, 0.15, 0.07, 0.07, 0.07, 0.10, 0.11, 0.11, 0.11, -0.06, -0.25, -0.22, -0.24, 0.19, 0.04, 0.05, 0.08, 0.10, 0.11, 0.09, 0.13, 0.62, -0.67, -0.67, 0.59, 0.07, 0.08, 0.04, 0.07, 0.56, -0.71, -0.62, 0.49, 0.08, 0.02, 0.07, 0.06], "max_force_ev_per_a": 3.59, "e_above_lowest_kcal_mol": 49.97, "smiles": "CCCC#N.CCCC#N.CCCC#N.CCCC#N.ClCCCl.ClCCCl", "total_charge": 0, "multiplicity": 1, "orbital_gap_ev": 10.402}



> Number 2 is which compound?

CH5FN2